This record from the OMol25 dataset describes a structure of composition C34H16BrCl5CoN6OSe. The level of theory is ωB97M-V with the def2-TZVPD basis set.

The calculation puts the HOMO energy (spin up / spin down) at -7.5 / -7.5 eV. The LUMO energy (spin up / spin down) comes out at -0.029 / -0.029 hartree. As for the multiplicity: 2.

Last column: Löwdin spin population.
Atoms and positions in Å:
Co  0.1852  1.2936  0.1669  1.02
Br  2.5981  2.0869  6.9178  0.00
C  1.7363  2.1639  5.2320  0.00
C  1.4060  3.4161  4.6842  0.00
C  0.7704  3.4986  3.4775  0.00
C  0.4529  2.3383  2.7162  0.00
O  -0.1394  2.4940  1.5796  -0.02
C  0.8024  1.0828  3.2900  0.00
C  0.3759  -0.1430  2.6883  0.00
N  0.0780  -0.2691  1.4417  0.01
C  -0.9102  -1.2947  1.1088  0.01
C  -0.6116  -2.7731  1.3892  0.00
C  -1.1024  -3.5836  0.4419  0.00
C  -2.1428  -2.8454  -2.0816  0.00
C  -2.3220  -1.3527  -2.4058  0.00
C  -2.9333  -0.7187  -3.4631  0.00
C  -3.0438  0.6724  -3.4006  0.00
C  -2.5181  1.3675  -2.3240  0.00
N  -1.8885  0.7678  -1.3008  0.01
C  -1.8609  -0.5443  -1.3576  0.00
C  1.4176  1.0229  4.5579  0.00
H  1.6548  4.3179  5.2281  0.00
H  0.5084  4.4566  3.0501  0.00
H  0.2187  -0.9857  3.3640  0.00
H  -0.1181  -3.1059  2.2911  0.00
H  -1.0760  -4.6637  0.4701  0.00
H  -3.0851  -3.3536  -2.2843  0.00
H  -3.3248  -1.2659  -4.3113  0.00
H  -3.5287  1.2234  -4.1934  0.00
H  -2.5774  2.4462  -2.2789  0.00
H  1.6395  0.0543  4.9885  0.00
Cl  3.4019  1.2238  1.2485  0.00
C  2.9158  2.6165  0.3072  -0.01
C  1.6590  2.6100  -0.2794  -0.01
C  1.3716  3.7246  -1.0452  0.01
Cl  -0.2074  3.7952  -1.8089  0.01
C  2.2375  4.7966  -1.2316  0.00
Cl  1.7982  6.1496  -2.2051  0.00
C  3.4840  4.7632  -0.6107  0.00
Cl  4.5892  6.0691  -0.8102  0.00
C  3.8292  3.6590  0.1676  0.00
Cl  5.3737  3.6075  0.9323  0.00
Se  -0.0563  -5.7691  -3.7411  0.00
N  1.0073  -4.6707  -2.8097  0.00
C  0.2871  -3.6791  -2.3739  0.00
C  0.9374  -2.4752  -1.7939  0.00
C  2.2636  -2.3014  -2.1959  0.00
C  2.8875  -1.0898  -2.0408  0.00
C  2.1331  -0.0534  -1.5260  0.00
N  0.9001  -0.2230  -1.0531  -0.01
C  0.3016  -1.4327  -1.1117  0.00
C  -1.1063  -1.4196  -0.4200  0.00
N  -2.0391  -0.8715  1.9552  0.00
C  -3.2645  -1.1558  1.8423  0.00
C  -3.9268  -2.0722  0.9324  0.00
C  -3.3180  -2.7773  -0.0129  0.00
C  -1.8942  -2.7378  -0.5457  0.00
C  -1.1178  -3.7275  -2.7172  0.00
N  -1.4985  -4.7397  -3.4331  0.00
H  2.7609  -3.1249  -2.6885  0.00
H  3.9041  -0.9209  -2.3622  0.00
H  2.5169  0.9529  -1.4848  0.00
H  -3.9074  -0.7148  2.6041  0.00
H  -4.9718  -2.2739  1.1320  0.00
H  -3.9126  -3.5419  -0.5024  0.00

=====

This record from the OMol25 dataset describes a structure of composition C34H23Br4N4O8S3Ta. The level of theory is ωB97M-V with the def2-TZVPD basis set.

The net charge is -2. The calculation puts the HOMO energy at -2.7 eV. The LUMO energy comes out at 0.140 hartree.

Last column: Mulliken charge in e.
Atoms and positions in Å:
Ta  -0.7517  1.5287  1.4708  1.75
S  -2.7765  0.9919  2.8394  -0.55
C  -2.1148  0.3944  4.3388  0.65
C  -2.9254  -0.5165  5.1217  -0.04
N  -3.5924  -1.2349  5.7260  -0.62
C  -0.9223  0.8215  4.8044  0.71
S  0.0690  1.9636  3.9735  -0.38
C  -0.4391  0.3383  6.0893  -0.13
N  -0.0611  -0.0402  7.1084  -0.60
C  4.4983  4.0507  -4.1455  -1.54
C  3.7462  3.2590  -3.1082  1.21
C  3.3050  1.9719  -3.3783  -1.02
C  2.5810  1.2509  -2.4371  -0.11
C  2.2848  1.8455  -1.2240  -0.48
C  2.7113  3.1317  -0.9230  -0.36
C  3.4510  3.8193  -1.8648  -1.02
S  1.4521  0.8807  -0.0101  2.18
O  1.3458  1.7310  1.2504  -1.01
O  2.2809  -0.2860  0.1274  -0.71
N  -0.0908  0.5324  -0.2895  -0.57
C  -0.6593  0.8988  -1.6107  -0.72
C  -0.5593  2.4258  -1.8340  0.81
O  -0.9140  2.8678  -2.9252  -0.86
O  -0.0789  3.0329  -0.8285  -0.49
H  4.9188  3.4004  -4.9137  0.36
H  5.3160  4.6209  -3.7008  0.37
H  3.8358  4.7642  -4.6413  0.29
H  3.5246  1.5208  -4.3396  0.29
H  2.2650  0.2375  -2.6485  0.26
H  2.4326  3.5863  0.0164  0.50
H  3.7792  4.8287  -1.6422  0.35
H  -1.7002  0.5912  -1.6304  0.53
H  -0.1319  0.3874  -2.4166  0.22
Br  -4.4940  6.0433  -2.3444  -0.22
C  -3.3418  5.2851  -1.0401  0.26
C  -2.4813  6.0845  -0.3025  0.29
Br  -2.4081  7.9588  -0.5916  -0.22
C  -1.6492  5.5055  0.6675  -0.16
Br  -0.3771  6.4906  1.6674  -0.17
C  -1.6973  4.1480  0.8874  0.19
O  -0.9246  3.4937  1.7589  -0.67
C  -2.5605  3.3266  0.1322  0.16
O  -2.4330  2.0146  0.3608  -0.93
C  -3.3705  3.8989  -0.8235  0.02
Br  -4.4683  2.7189  -1.8164  -0.17
C  -2.6013  -4.3792  -3.2597  -1.76
C  -1.4245  -4.0158  -2.3869  1.22
C  -0.3721  -3.2864  -2.9292  -1.08
C  0.6991  -2.9038  -2.1321  -0.53
C  0.7406  -3.2679  -0.8011  -0.60
C  -0.3073  -4.0040  -0.2511  0.09
N  -0.2801  -4.4080  1.0998  0.10
C  0.5899  -3.8512  2.0519  0.26
C  1.4229  -4.7250  2.7532  -0.65
C  2.3590  -4.2553  3.6564  -0.56
C  2.5081  -2.8893  3.8519  -1.26
C  1.6631  -2.0168  3.1862  -0.82
C  0.6694  -2.4741  2.3207  0.52
C  -0.3466  -1.4810  1.8130  0.87
O  -1.3214  -1.8007  1.1750  -0.73
O  -0.0718  -0.2566  2.2068  0.72
C  -1.4033  -4.3719  -1.0325  1.15
C  -2.5496  -5.0934  -0.3765  -1.70
H  -2.4629  -3.9829  -4.2659  0.38
H  -3.5365  -3.9694  -2.8720  0.37
H  -2.7340  -5.4619  -3.3384  0.35
H  -0.4061  -2.9959  -3.9732  0.27
H  1.5062  -2.3115  -2.5481  0.37
H  1.5621  -2.9463  -0.1743  0.34
H  -0.5356  -5.3661  1.2678  0.38
H  1.3430  -5.7883  2.5525  0.37
H  2.9897  -4.9588  4.1878  0.37
H  3.2571  -2.5078  4.5335  0.41
H  1.7201  -0.9497  3.3610  0.46
H  -2.7577  -4.6436  0.5968  0.33
H  -2.3368  -6.1570  -0.2084  0.30
H  -3.4568  -5.0453  -0.9753  0.43

=====

This record from the OMol25 dataset describes a structure of composition C34H23BrN2O7PtS. The level of theory is ωB97M-V with the def2-TZVPD basis set.

The calculation puts the HOMO energy at -9.0 eV. The LUMO energy comes out at -0.086 hartree.

Last column: natural (NBO) charge in e.
Atoms and positions in Å:
Pt  1.6893  -2.1842  -2.0647  0.76
O  2.9586  -0.6533  0.2495  -0.65
C  2.9211  0.0344  -0.7544  0.75
O  2.5248  -0.3338  -1.9316  -0.73
C  3.3377  1.4867  -0.6901  -0.07
C  3.8813  1.9614  0.4954  -0.14
C  4.2333  3.2940  0.5834  0.01
C  4.0628  4.1819  -0.4595  -0.16
C  3.5159  3.6744  -1.6210  0.01
C  3.1524  2.3470  -1.7632  -0.16
N  3.3062  4.5990  -2.7528  0.54
O  2.8225  4.1410  -3.7675  -0.38
O  3.6001  5.7636  -2.5885  -0.36
N  4.8081  3.8012  1.8473  0.53
O  5.1534  4.9640  1.8752  -0.37
O  4.9630  3.0047  2.7481  -0.36
H  4.0153  1.2910  1.3317  0.28
H  4.3401  5.2201  -0.3692  0.28
H  2.7271  1.9869  -2.6871  0.27
C  0.1255  -1.2131  -2.2403  0.14
C  -0.8604  -0.4789  -2.3279  -0.17
C  -1.9665  0.3017  -2.3834  0.16
C  -1.8310  1.7125  -2.7429  -0.16
C  -0.7686  2.1248  -3.5540  -0.14
C  -0.6043  3.4623  -3.8575  -0.21
C  -1.4825  4.4047  -3.3347  -0.16
C  -2.5287  4.0085  -2.5128  -0.24
C  -2.7103  2.6680  -2.2219  -0.10
C  -3.2617  -0.2827  -2.0445  -0.05
C  -4.4404  0.1605  -2.6544  -0.17
C  -5.6461  -0.4397  -2.3407  -0.22
C  -5.6880  -1.4641  -1.4026  -0.17
C  -4.5217  -1.9036  -0.7892  -0.21
C  -3.3070  -1.3294  -1.1166  -0.16
H  -0.0855  1.3819  -3.9456  0.23
H  0.2144  3.7755  -4.4882  0.24
H  -1.3432  5.4534  -3.5632  0.22
H  -3.1978  4.7463  -2.0908  0.22
H  -3.5065  2.3603  -1.5578  0.22
H  -4.4009  0.9462  -3.3969  0.22
H  -6.5543  -0.1129  -2.8290  0.22
H  -6.6355  -1.9233  -1.1517  0.22
H  -4.5606  -2.6954  -0.0527  0.22
H  -2.3857  -1.6445  -0.6405  0.26
Br  1.2532  -4.4762  -2.3830  -0.48
O  -0.3936  -1.2462  0.6294  -1.01
S  0.2069  -1.1287  1.9919  1.30
C  -1.0406  -1.7610  3.1242  -0.27
C  -2.0518  -2.5730  2.6377  -0.21
C  -3.0102  -3.0574  3.5143  -0.19
C  -2.9546  -2.7247  4.8621  -0.21
C  -1.9412  -1.9040  5.3367  -0.22
C  -0.9801  -1.4136  4.4639  -0.15
C  1.3587  -2.4832  2.1893  -0.27
C  2.3949  -2.3406  3.0961  -0.15
C  3.2941  -3.3839  3.2585  -0.22
C  3.1581  -4.5383  2.4994  -0.20
C  2.1284  -4.6535  1.5738  -0.19
C  1.2166  -3.6218  1.4168  -0.21
H  -2.0702  -2.8163  1.5828  0.23
H  -3.8005  -3.7011  3.1490  0.21
H  -3.7052  -3.1040  5.5432  0.22
H  -1.9021  -1.6392  6.3851  0.22
H  -0.1894  -0.7651  4.8231  0.21
H  2.5110  -1.4170  3.6506  0.21
H  4.1121  -3.2870  3.9603  0.22
H  3.8689  -5.3462  2.6164  0.22
H  2.0430  -5.5407  0.9603  0.22
H  0.4282  -3.6765  0.6769  0.24

=====

For the records above, the corresponding total energy values read -282131.328 -372206.810 -137060.823 eV.
For the records above, the corresponding energy relative to the best compared isomer or geometry (same formula, charge and spin) values read 4.559 1.891 0.719 eV.
For the records above, the corresponding max |F| values read 1.002 2.325 0.694 eV Å⁻¹.